{
  "formula": "C30H84N4O17",
  "method": "wB97M-V/def2-TZVPD",
  "symbols": ["C", "O", "O", "H", "H", "H", "C", "C", "C", "O", "H", "H", "H", "H", "O", "H", "C", "C", "O", "H", "H", "N", "H", "O", "C", "C", "C", "H", "O", "H", "H", "C", "H", "H", "H", "C", "H", "H", "H", "H", "H", "H", "H", "C", "C", "H", "H", "C", "N", "H", "H", "H", "C", "H", "N", "H", "H", "O", "H", "C", "H", "H", "H", "H", "H", "H", "O", "H", "H", "C", "N", "O", "C", "H", "O", "C", "H", "C", "H", "H", "C", "H", "H", "H", "H", "H", "H", "O", "H", "H", "H", "H", "H", "C", "C", "H", "H", "H", "H", "H", "O", "C", "H", "H", "H", "H", "C", "C", "H", "H", "C", "H", "H", "H", "O", "H", "O", "O", "H", "H", "H", "H", "C", "H", "H", "C", "H", "C", "H", "H", "O", "H", "H", "H", "H"],
  "coordinates": [[-0.5192, 13.0653, -9.3175], [1.6434, 13.3352, -8.1743], [-3.5767, 20.7918, -9.8963], [-5.0437, 7.9299, -22.4950], [1.2687, 11.7956, -9.5248], [0.3374, 5.9037, -3.0822], [-10.1018, 9.1996, -13.1139], [-5.9902, 7.8293, -23.0261], [-5.8593, 7.1062, -24.3211], [-5.8206, 14.8437, -17.5415], [-0.3436, -0.2107, -16.5514], [-5.3136, 16.9044, -17.5697], [-5.0512, 7.5682, -24.8882], [-1.4973, 7.1605, -4.2647], [-0.3025, 13.7329, -10.5613], [11.6534, 16.1748, -16.6263], [-10.4925, 13.5316, -12.3259], [3.9087, 7.0310, -14.8157], [-4.4989, 17.1121, -18.0330], [10.5823, 13.3522, -17.3030], [-2.6678, 9.0078, -13.1811], [-3.5052, 7.5376, -6.1999], [-4.3262, 18.9855, -9.1485], [-0.3661, 1.2680, -17.9390], [5.1452, 15.3172, -16.8426], [-3.3141, 21.3042, -8.6312], [11.6409, 15.3503, -15.9135], [0.9053, 5.7430, -4.7842], [5.1424, 16.1965, -15.7299], [8.4674, 13.0540, -15.9298], [-9.4706, 13.5680, -9.8446], [4.2865, 17.2874, -15.9465], [4.5844, 5.1272, -16.7975], [-6.5451, 7.1391, -22.3906], [-0.8259, 6.8560, -5.8830], [-2.6722, 9.3871, -14.2030], [3.9448, 8.0747, -14.5037], [-10.1488, 8.4557, -12.3186], [0.5058, 4.3060, -3.8461], [-3.5723, 8.2292, -5.4669], [-2.9818, 22.3263, -8.8129], [12.0137, 15.7150, -14.9564], [-1.4677, -0.3706, -17.9912], [-9.4627, 11.1809, -11.9916], [-1.5222, 6.4938, -5.1266], [-5.1280, 15.0126, -19.5358], [-9.6213, 13.9292, -12.8466], [-4.8010, 14.8186, -18.5143], [-8.9820, 13.0216, -10.5395], [-5.4966, 6.1070, -24.0798], [-1.3895, 10.7819, -14.2045], [-9.0467, 10.4752, -11.2726], [-10.0186, 12.4736, -11.3056], [-4.4734, 7.4035, -6.4543], [-4.5928, 17.4522, -11.3869], [-3.1055, 15.7354, -18.9854], [-4.4203, 13.8112, -18.6823], [-7.0053, 6.9840, -25.1783], [12.4278, 14.7069, -16.3070], [0.2401, 5.3494, -4.0156], [3.0951, 7.3793, -16.8156], [-3.5352, 5.9418, -4.8676], [-1.2332, 12.2557, -9.4687], [-3.5436, 8.6361, -16.0299], [0.1749, 1.7350, -17.2981], [-4.0663, 5.3216, -7.1841], [-2.1464, 7.2414, -15.3034], [5.2370, 15.8447, -17.7920], [-2.5583, 4.4841, -6.5005], [-4.3122, 18.9013, -11.3078], [7.5174, 14.7652, -16.8662], [-1.5188, 1.5233, -15.0688], [-3.1759, 8.2402, -15.0832], [-2.5153, 20.7453, -8.1437], [-6.4479, 9.1243, -23.1086], [-3.0239, 5.3960, -6.8743], [-0.9032, 13.8260, -8.6379], [0.8066, 12.4064, -8.7492], [-8.4939, 12.3300, -9.9886], [4.1821, 14.8085, -16.8831], [-3.7830, 15.8659, -18.1416], [-2.7235, 18.8602, -9.9251], [2.0891, 13.7830, -8.8971], [7.8044, 15.3427, -16.0889], [-3.6399, 19.1415, -12.1315], [-6.5961, 14.4911, -17.9841], [-6.4618, 19.1598, -10.9137], [-10.4953, 10.4775, -12.6977], [0.4831, 11.7918, -7.9092], [4.8521, 7.2638, -16.8167], [-2.6878, -0.0110, -15.7498], [-1.1642, 14.1096, -10.7540], [-4.2659, 21.3341, -8.1008], [-1.0654, 0.2734, -17.2092], [9.9427, 14.1985, -17.0525], [5.9579, 13.6218, -17.6255], [-4.0168, 7.7720, -14.5716], [-10.7162, 12.1899, -10.5176], [6.0238, 13.6345, -15.8677], [-2.7388, 1.5744, -16.5796], [5.0028, 6.2508, -14.1864], [6.2033, 14.2358, -16.7589], [-10.9729, 14.3428, -11.7790], [-9.1329, 9.1648, -13.6119], [-2.3828, 5.7381, -7.6867], [-1.5456, 2.4262, -15.3937], [-3.6924, 19.3587, -9.9529], [-2.9126, 6.3270, -5.6752], [-7.6019, 6.4821, -24.6182], [-5.9877, 19.4366, -12.5956], [8.4912, 13.6733, -16.8265], [9.9312, 14.9288, -17.8616], [8.3393, 12.9458, -17.6238], [-10.7862, 8.9244, -13.9164], [3.7218, 5.5200, -16.6454], [-5.6222, 20.6052, -11.3452], [-1.4774, 9.8935, -14.5575], [-1.0702, 5.2827, -4.6206], [-3.2966, 15.5407, -17.2219], [4.4244, 18.0480, -15.1780], [3.2437, 16.9912, -15.8334], [-5.2025, 17.2056, -10.6204], [-5.6680, 19.5372, -11.5584], [-1.4440, 7.7123, -15.7578], [-5.9454, 9.5246, -23.8220], [-2.0937, 0.8214, -16.1269], [2.9491, 6.7008, -14.4180], [3.9447, 6.8777, -16.3523], [4.5342, 17.6910, -16.9282], [-5.1252, 17.2550, -12.2222], [10.3722, 14.7852, -15.8490], [-8.6661, 11.3771, -12.7093], [4.7478, 5.3276, -14.1212], [-3.3116, 10.2626, -14.3164], [-11.1339, 13.0250, -13.0471]],
  "atomic_forces_ev_per_a": [[1.240, -0.607, 0.097], [1.168, 0.829, -0.057], [-0.084, -1.644, -1.578], [0.686, -0.848, -0.306], [0.098, -0.066, -0.053], [-0.454, 0.265, -0.026], [-0.443, -0.084, -0.853], [0.542, -0.930, 0.873], [1.170, -0.447, -1.210], [-0.541, -0.221, -0.316], [0.153, -0.788, -0.294], [-0.153, -0.193, 0.138], [-0.164, 0.108, -0.469], [-0.322, 0.841, -0.150], [0.179, -0.288, 0.075], [-0.146, 0.478, -0.004], [0.046, -1.150, 0.585], [0.790, -0.730, 0.007], [1.590, -0.397, -0.454], [0.223, -0.082, -0.152], [-0.032, 0.126, 0.354], [0.291, 1.827, 0.673], [-0.087, 0.010, 0.294], [-0.291, 0.429, 0.234], [-0.491, -0.317, 0.396], [-0.108, 0.390, -0.303], [0.857, 0.654, -0.725], [0.378, 0.209, 0.201], [0.688, -0.335, -0.001], [-0.021, 0.179, 0.515], [0.481, 0.598, 0.251], [0.081, 0.042, 0.250], [-0.055, -0.276, 0.024], [-0.939, 0.779, 0.433], [0.052, 0.288, -0.303], [-2.536, -0.369, 0.653], [0.719, -0.004, 0.023], [0.093, -0.016, 0.177], [0.078, 0.119, 0.149], [0.185, 0.431, 0.173], [0.049, 0.036, 0.288], [-0.570, -0.094, 0.155], [-0.368, -0.217, 0.563], [-1.097, -0.182, -0.301], [0.404, 0.587, 0.306], [-0.726, 0.728, 0.008], [0.053, -0.054, 0.072], [0.195, -0.464, -0.594], [2.168, 1.582, 1.415], [0.165, -0.223, 0.041], [0.138, -0.117, -0.054], [0.100, 0.148, 0.566], [-0.207, -1.797, -1.486], [-0.012, -0.434, -0.230], [1.395, -0.374, 0.783], [0.494, 1.306, 0.121], [0.633, -0.257, 0.783], [0.608, 0.346, 1.162], [-0.093, -0.754, 0.042], [-0.720, -0.769, -1.366], [-0.003, 0.478, 0.227], [0.059, -0.399, 0.272], [-0.241, -0.082, 0.159], [0.073, -0.070, -0.250], [0.193, 0.214, -0.071], [0.201, -0.373, -0.030], [-1.032, 0.686, 0.257], [0.271, 0.382, -0.045], [-0.579, -0.672, -0.533], [-1.538, -0.037, -0.083], [1.695, -0.936, -0.177], [0.969, 0.193, 0.341], [0.928, 0.057, -0.144], [-0.118, -0.014, 0.407], [-1.331, 0.992, -0.117], [1.397, -0.699, 1.081], [0.018, -0.359, 0.547], [-2.677, 0.369, -0.238], [0.124, -0.305, -0.030], [-0.374, -0.122, -0.006], [-1.338, -0.966, -0.228], [0.295, 0.169, 0.487], [0.171, 0.331, 0.086], [-0.639, 0.435, 0.207], [0.155, 0.152, 0.138], [-0.330, -0.011, 0.349], [0.148, -0.351, 0.109], [0.193, 0.743, 0.408], [-0.073, -0.403, -0.223], [0.173, -0.028, 0.228], [0.056, -0.046, 0.046], [0.091, 0.286, -0.407], [0.204, -0.095, 0.727], [-0.050, 0.752, 1.484], [-1.320, -0.518, 0.652], [0.399, -0.301, -0.105], [0.147, -0.155, -0.037], [-1.334, -0.477, -1.021], [0.037, -0.214, 0.306], [-0.575, -0.561, -0.656], [-0.884, 1.462, -0.641], [-1.376, 0.899, 0.188], [-0.250, 0.015, -0.305], [0.460, 0.243, 0.290], [-0.230, 0.252, -0.088], [0.342, 0.251, 0.597], [-0.274, -0.104, -1.175], [-1.388, -0.281, -1.019], [-0.624, -0.080, -0.309], [0.040, -0.175, -0.021], [1.525, 0.253, -1.033], [0.079, 0.085, -0.187], [-0.440, 0.191, -0.371], [-0.271, -0.210, 0.215], [0.492, -0.713, -0.454], [-0.052, 0.234, -0.154], [3.371, 0.341, -1.217], [0.663, -1.186, 0.890], [0.175, 0.472, 0.196], [0.450, -0.075, -0.012], [-0.266, -0.124, -0.516], [-0.106, -0.108, 0.170], [0.015, 1.783, 0.078], [0.262, -0.004, -0.017], [-0.112, 0.306, -0.095], [-0.428, -0.207, -2.243], [-0.067, -0.393, -0.238], [-0.844, 0.159, 0.985], [-0.494, 0.371, -0.095], [0.078, 0.099, -0.164], [-0.077, -0.096, 0.719], [0.219, 0.530, -0.019], [-0.332, 0.044, -0.159], [-1.306, -0.501, 0.458], [-0.328, 0.419, 0.033]],
  "largest_force_ev_per_a": 3.6,
  "homo_energy_ha": -0.3305,
  "smiles": "COC[C@H](C)N.COC[C@H](C)N.COC[C@H](C)N.COCCNCCOC.OCCO.OCCO.OCCO.OCCO.OCCO.OCCO",
  "e_lumo_ev": 0.079,
  "orbital_gap_ev": 9.1
}